Model A:
Below is C2H4N2O in the gas phase, with properties calculated with ωB97M-V with the def2-TZVPD basis set.

Geometry as XYZ:
```
9
C2H4N2O | OMol25 | ωB97M-V with the def2-TZVPD basis set
C -1.55917 -0.39903 0.41461
C 1.16204 -0.02642 -0.23380
N -1.60962 -1.21599 -0.40996
N -0.05239 0.49839 0.26349
O -0.27148 1.64709 -0.20923
H -2.28479 0.05518 1.11143
H 1.27036 0.10031 -1.29252
H 2.05866 0.44994 0.31923
H 1.28639 -1.10948 0.03674
```

Results
- Orbital gap (alpha / beta): 7.88 / 8.50 eV
- Charge: 0



Model B:
Below is C2H4N2O in the gas phase, with properties calculated with ωB97M-V with the def2-TZVPD basis set.

Geometry as XYZ:
```
9
C2H4N2O | OMol25 | ωB97M-V with the def2-TZVPD basis set
C 0.27487 -0.53032 0.75220
C -0.37621 0.04042 -0.58329
N 0.65678 0.66796 0.00402
N -1.16090 -0.35282 -1.44843
O 1.23831 -1.57065 1.22264
H -0.35875 -0.36596 1.62053
H 0.74197 1.62988 0.29646
H -1.34151 0.20214 -2.27703
H 2.00697 -1.54226 0.64043
```

Results
- Orbital gap: 9.97 eV
- SMILES: [H]/N=C1\N[C@@H]1O
- Charge: 0



Q: Which of them is the most stable? A: model B.



Model A:
Below is C21H46NO4P in the gas phase, with properties calculated with ωB97M-V with the def2-TZVPD basis set.

Geometry as XYZ:
```
73
C21H46NO4P | OMol25 | ωB97M-V with the def2-TZVPD basis set
C -4.14380 -1.67698 1.95781
C -4.93674 -0.50130 1.39928
C -4.93084 -0.44803 -0.12866
C -3.53268 -0.23422 -0.70224
C -3.56072 0.01500 -2.20924
C -2.17643 -0.09226 -2.85060
C -1.14814 0.82178 -2.18844
C 0.15820 0.88859 -2.97898
C 1.29618 1.51071 -2.16781
C 1.06283 2.99362 -1.88970
H 0.12605 3.11293 -1.34842
C 2.18494 3.65210 -1.08646
C 2.41939 3.04140 0.29733
C 1.15566 2.96352 1.15074
H 0.49244 2.19822 0.75172
C 1.47076 2.61406 2.60414
C 0.20251 2.36211 3.42562
C -0.25509 0.90345 3.42572
O -0.59588 0.43952 2.13749
P 0.07543 -0.91666 1.59179
O 0.60434 -1.78461 2.68075
O -0.76619 -1.46855 0.50546
O 1.46638 -0.29732 0.79471
C 2.67748 -0.87867 1.09662
H 3.42565 -0.08864 1.26592
H 2.58733 -1.46884 2.01792
C 3.23855 -1.74186 -0.04975
H 4.21527 -2.10775 0.27637
H 3.37063 -1.10192 -0.92522
N 2.42553 -2.91604 -0.48063
C 3.29413 -3.77772 -1.30419
H 4.13518 -4.14544 -0.71772
H 2.72679 -4.63161 -1.67087
H 3.67576 -3.21909 -2.15773
C 1.27838 -2.49577 -1.30778
H 0.53087 -1.96523 -0.69945
H 0.79724 -3.37458 -1.73220
H 1.61442 -1.84485 -2.11097
C 1.94121 -3.69343 0.67317
H 2.78332 -4.02178 1.28020
H 1.26938 -3.09284 1.29578
H 1.38971 -4.56158 0.31953
H 0.52311 0.25952 3.84830
H -1.15004 0.81017 4.05474
H -0.60714 2.98575 3.04254
H 0.37390 2.63500 4.46977
H 2.09614 1.71943 2.63392
H 2.04205 3.43139 3.05426
H 0.63504 3.92449 1.12005
H 2.83262 2.03765 0.18941
H 3.16770 3.64971 0.81557
H 3.11781 3.59665 -1.65600
H 1.94028 4.71081 -0.96453
H 0.96413 3.52263 -2.84247
H 2.23972 1.39756 -2.71374
H 1.37547 0.97335 -1.22259
H 0.44100 -0.12739 -3.27150
H 0.00703 1.45906 -3.90017
H -0.93858 0.44576 -1.18714
H -1.57229 1.82288 -2.09818
H -1.82999 -1.12576 -2.77464
H -2.25684 0.15671 -3.91383
H -3.97744 1.00653 -2.40820
H -4.22152 -0.71699 -2.68311
H -3.07382 0.61719 -0.19880
H -2.90912 -1.10176 -0.49332
H -5.35112 -1.37701 -0.52390
H -5.58093 0.37059 -0.45387
H -4.51660 0.42869 1.78873
H -5.97323 -0.56830 1.74515
H -4.24243 -1.71788 3.04102
H -4.51162 -2.61460 1.54476
H -3.08873 -1.58120 1.71678
```

Results
- Orbital gap: 9.44 eV
- SMILES: CCCCCCCCCCCCCCCCO[P@@](=O)([O-])OCC[N+](C)(C)C
- Charge: 0



Model B:
Below is C21H46NO4P in the gas phase, with properties calculated with ωB97M-V with the def2-TZVPD basis set.

Geometry as XYZ:
```
73
C21H46NO4P | OMol25 | ωB97M-V with the def2-TZVPD basis set
C 1.26499 3.09843 4.41313
C 0.96996 1.95387 3.45183
C 2.15288 0.99534 3.33592
C 1.89243 -0.12376 2.32722
C 0.99925 -1.23905 2.86735
C 0.64975 -2.23451 1.76372
C -0.23872 -3.39176 2.22274
C -1.60011 -2.97473 2.78744
C -2.37316 -1.97667 1.92605
C -2.74596 -2.48721 0.53502
H -3.49631 -3.27945 0.61115
C -3.26776 -1.32783 -0.30874
C -3.61555 -1.70747 -1.74552
C -3.91767 -0.45923 -2.57973
H -4.55541 0.19968 -1.98659
C -2.65072 0.29689 -3.00379
C -2.84804 1.81362 -3.01366
C -2.72250 2.41993 -1.61151
O -1.42543 2.90147 -1.33666
P -0.21523 1.90058 -0.97955
O 0.89948 2.70020 -0.40872
O -0.65533 0.63595 -0.34027
O 0.30554 1.43260 -2.54638
C 1.47991 1.97993 -3.01647
H 1.31525 2.37846 -4.02827
H 1.79524 2.80385 -2.36599
C 2.59846 0.92740 -3.14972
H 3.46470 1.42092 -3.59674
H 2.24432 0.14388 -3.82372
N 3.04662 0.25921 -1.89463
C 4.23955 -0.54475 -2.21844
H 4.00771 -1.27037 -2.99681
H 5.04817 0.09750 -2.56482
H 4.57478 -1.07970 -1.33136
C 2.00869 -0.64976 -1.37317
H 2.39242 -1.18033 -0.50481
H 1.72484 -1.36835 -2.13920
H 1.11447 -0.10095 -1.06868
C 3.40573 1.24554 -0.86076
H 4.14960 1.93786 -1.24985
H 2.51188 1.80872 -0.54911
H 3.80686 0.73220 0.00957
H -3.37151 3.29691 -1.50863
H -3.00124 1.67852 -0.85645
H -3.82909 2.05654 -3.42963
H -2.09001 2.28320 -3.64244
H -1.83269 0.07533 -2.32155
H -2.34579 -0.03749 -3.99813
H -4.48468 -0.74002 -3.47127
H -2.78354 -2.25309 -2.19693
H -4.48541 -2.37064 -1.74842
H -4.15445 -0.90426 0.17076
H -2.49462 -0.55998 -0.32064
H -1.86584 -2.90677 0.04568
H -1.78597 -1.06593 1.80714
H -3.28958 -1.70374 2.45645
H -2.20281 -3.87718 2.92425
H -1.45326 -2.53216 3.77534
H 0.28814 -3.96523 2.99131
H -0.39369 -4.06071 1.37277
H 0.15775 -1.69383 0.95505
H 1.57706 -2.66280 1.36567
H 0.08313 -0.79974 3.25664
H 1.50337 -1.75491 3.68977
H 1.40959 0.31372 1.45222
H 2.84915 -0.56249 2.01996
H 3.02770 1.56812 3.01525
H 2.38144 0.56559 4.31537
H 0.74274 2.35419 2.46198
H 0.08968 1.41135 3.79960
H 1.48255 2.71783 5.41014
H 2.12410 3.67205 4.07113
H 0.41221 3.76941 4.48019
```

Results
- Orbital gap: 9.38 eV
- SMILES: CCCCCCCCCCCCCCCCO[P@@](=O)([O-])OCC[N+](C)(C)C
- Charge: 0



Q: Which of them is the most stable? A: model A.



Model A:
Below is C3H5ClN2 in the gas phase, with properties calculated with ωB97M-V with the def2-TZVPD basis set.

Geometry as XYZ:
```
11
C3H5ClN2 | OMol25 | ωB97M-V with the def2-TZVPD basis set
C 0.65213 0.42797 1.52367
C 0.83357 -0.34784 0.45827
C -0.83170 -0.10699 -1.35032
H 0.73640 -0.16477 2.55255
H 0.89998 -1.46185 0.81057
H 0.96019 -0.95777 -1.48441
H -0.83748 -0.43162 -2.37571
H -1.50870 0.88967 0.27900
N 0.44762 -0.22041 -0.90193
N -1.84878 0.36510 -0.78361
Cl 0.49678 2.00852 1.27193
```

Results
- Orbital gap: 9.76 eV
- SMILES: [H]/N=C\N/C=C\Cl
- Charge: 0



Model B:
Below is 2 unconnected molecules or ions with the total composition C3H5ClN2, with properties calculated with ωB97M-V with the def2-TZVPD basis set.

Geometry as XYZ:
```
11
C3H5ClN2 | OMol25 | ωB97M-V with the def2-TZVPD basis set
C 0.41418 0.01556 0.33553
C 1.30425 0.59126 2.56565
C -1.02290 -0.56065 -2.24900
N 0.71486 0.36997 1.45790
N -1.19338 0.57071 -1.77376
Cl -1.78465 -1.07452 -3.66361
H -0.21186 -0.85343 -0.00859
H 0.76890 1.21227 3.23503
H 2.26915 0.30041 2.82803
H -0.47684 -1.40212 -1.78371
H -0.78172 0.83053 -0.94347
```

Results
- Orbital gap: 8.93 eV
- Charge: 0



Q: Which of them is the most stable? A: model A.